--- w ---
This record from the OMol25 dataset describes a single C4H3NO2S molecule. The level of theory is the ωB97M-V functional and the def2-TZVPD basis.

SMILES: CC1=NC(=O)C(=O)S1
net charge: 0
molar mass: 129.140 Da
frontier orbital gap: 0.32499 Eh
multiplicity: 1
HOMO: -0.3685 hartree

Last column: Löwdin charge in e.
Positions of all 11 atoms, in Å:
C: -1.969 0.166 -0.001  -0.062
C: -0.477 0.047 0.003  -0.600
N: 0.301 1.058 -0.008  0.128
C: 1.640 0.671 -0.004  -0.425
O: 2.592 1.416 0.001  0.151
C: 1.842 -0.871 0.002  -0.593
O: 2.879 -1.439 -0.002  0.106
S: 0.204 -1.604 -0.005  1.046
H: -2.394 -0.310 -0.859  0.076
H: -2.384 -0.344 0.873  0.090
H: -2.234 1.208 0.000  0.082



--- x ---
This record from the OMol25 dataset describes a single C4H3NO2S molecule. The level of theory is the ωB97M-V functional and the def2-TZVPD basis.

SMILES: C#CC(=S)ONC=O
net charge: 0
molar mass: 129.140 Da
frontier orbital gap: 0.30231 Eh
multiplicity: 1
HOMO: -0.3346 hartree

Last column: Löwdin charge in e.
Positions of all 11 atoms, in Å:
C: 1.174 2.167 -0.115  0.118
C: 1.418 1.023 0.069  -0.149
C: 1.398 -0.510 0.162  -0.764
S: 2.890 -1.187 -0.292  0.690
O: 0.276 -1.218 0.256  -0.162
N: -0.926 -0.609 0.612  0.021
C: -1.766 -0.548 -0.534  -0.326
O: -2.930 -0.530 -0.360  0.079
H: 0.933 3.141 0.178  0.032
H: -1.265 -1.332 1.573  0.283
H: -1.203 -0.397 -1.550  0.178



Relative energies with respect to the most stable structure, expressed in kJ/mol: w 0.0; x 546.4.



--- w ---
This record from the OMol25 dataset describes 7 unconnected molecules or ions with the total composition C5H24N2O7. The level of theory is the ωB97M-V functional and the def2-TZVPD basis.

SMILES: CC(=O)N[C@H](C)CN.O.O.O.O.O.O
net charge: 0
molar mass: 224.254 Da
frontier orbital gap: 0.35053 Eh
multiplicity: 1
HOMO: -0.3522 hartree

Last column: Löwdin charge in e.
Positions of all 38 atoms, in Å:
C: -0.438 -2.194 -3.003  0.024
C: -0.805 -1.379 -1.752  -0.466
O: -1.959 -1.155 -1.416  0.016
N: 0.242 -0.674 -1.184  0.092
C: -0.036 -0.012 0.150  -0.295
C: 0.115 1.473 -0.078  -0.045
C: 1.168 -0.456 1.023  -0.207
N: 0.958 0.103 2.396  0.011
H: -1.138 -1.781 -3.717  0.087
H: 0.614 -2.179 -3.320  0.081
H: -0.671 -3.207 -2.774  0.071
H: 1.193 -1.001 -1.391  0.105
H: -0.982 -0.416 0.471  0.118
H: -0.322 1.893 -0.942  0.071
H: -0.091 2.079 0.817  0.083
H: 1.190 1.609 -0.309  0.067
H: 2.129 -0.058 0.707  0.097
H: 1.161 -1.557 1.098  0.119
H: -0.024 0.239 2.597  0.049
H: 1.381 -0.473 3.106  0.071
O: 1.859 2.249 -2.845  -0.065
H: 2.497 2.595 -2.206  0.036
H: 1.292 1.808 -2.200  -0.020
O: -1.471 -2.764 3.263  -0.065
H: -1.425 -1.799 3.295  0.009
H: -2.177 -2.881 2.616  0.033
O: 1.975 3.146 2.073  -0.070
H: 1.309 2.449 2.090  -0.019
H: 2.815 2.758 1.820  0.026
O: 2.997 -0.043 -1.882  -0.061
H: 3.789 0.510 -1.848  0.058
H: 3.230 -0.488 -2.711  0.063
O: -3.935 -0.162 0.035  -0.088
H: -3.196 -0.677 -0.396  0.011
H: -3.886 0.543 -0.629  0.059
O: -2.726 0.589 2.410  -0.082
H: -3.261 0.314 1.635  -0.010
H: -3.365 0.999 3.000  0.036



--- x ---
This record from the OMol25 dataset describes 7 unconnected molecules or ions with the total composition C5H24N2O7. The level of theory is the ωB97M-V functional and the def2-TZVPD basis.

SMILES: CCNCC(=O)NC.O.O.O.O.O.O
net charge: 0
molar mass: 224.254 Da
frontier orbital gap: 0.32810 Eh
multiplicity: 1
HOMO: -0.3229 hartree

Last column: Löwdin charge in e.
Positions of all 38 atoms, in Å:
C: -0.786 3.359 0.204  -0.109
C: -0.304 2.522 -0.952  -0.276
N: 0.216 1.197 -0.559  -0.040
C: -0.841 0.362 0.053  -0.144
C: -0.658 0.212 1.556  -0.452
O: -0.608 1.126 2.359  0.035
N: -0.700 -1.077 2.121  0.010
C: -0.866 -2.356 1.479  -0.097
H: -1.212 2.837 1.036  0.042
H: -1.559 4.074 -0.190  0.081
H: -0.081 4.133 0.545  0.074
H: -1.099 2.459 -1.738  0.117
H: 0.521 3.067 -1.439  0.108
H: 1.061 1.234 -0.023  0.066
H: -0.912 -0.658 -0.394  0.066
H: -1.882 0.701 -0.017  0.114
H: -0.993 -1.022 3.088  0.134
H: -1.919 -2.563 1.367  0.072
H: -0.515 -2.285 0.446  0.064
H: -0.302 -3.197 1.913  0.088
O: 3.320 1.331 0.747  -0.063
H: 2.581 1.363 1.359  0.019
H: 3.866 0.601 1.042  0.014
O: 3.135 -0.983 -2.221  -0.045
H: 3.230 -1.206 -1.291  0.033
H: 3.558 -0.121 -2.318  0.056
O: -3.367 -0.674 0.110  -0.081
H: -4.030 -0.031 -0.185  0.060
H: -3.196 -1.311 -0.608  0.005
O: 2.978 -0.733 2.369  -0.051
H: 2.878 -1.117 1.492  0.038
H: 2.057 -0.586 2.631  0.042
O: -2.129 -2.196 -1.699  -0.065
H: -1.331 -1.832 -2.125  0.012
H: -2.200 -3.083 -2.065  0.067
O: 0.390 -1.426 -2.594  -0.067
H: 0.490 -0.473 -2.442  0.035
H: 1.207 -1.649 -3.057  0.037



Relative energies with respect to the most stable structure, expressed in kJ/mol: w 0.0; x 46.0.